Here is the molecule C6H4 at a distorted geometry from the Open Molecules 2025 dataset. Energies are from ωB97M-V with the def2-TZVPD basis set.

The geometry in ORCA input format:
```
! wB97M-V def2-TZVPD RIJCOSX def2/J DEFGRID3
* xyz 0 1
C -1.306 0.484 -0.739
C -0.259 1.057 -1.128
C 1.067 1.395 -0.709
C 1.460 0.298 0.033
C 0.899 -0.727 0.591
C -0.081 -1.428 1.049
H -2.362 0.420 -0.641
H 1.515 2.285 -0.948
H -0.945 -1.811 0.549
H 0.011 -1.973 1.944
*
```

Its energy above the lowest of the compared OMol25 structures with the same formula, charge and spin is 60.88 kcal per mole. Its SMILES is C#CC=C=C=C. The electronic energy comes out at -230.7797 Ha. The frontier orbital gap comes out at 8.28 eV. For the largest force on an atom, the calculation gives 0.090 Eh/bohr.

Atomic partial charges in e from the Löwdin method, atoms 1 to 5: atom 1 (C): 0.095, atom 2 (C): -0.111, atom 3 (C): -0.081, atom 4 (C): -0.010, atom 5 (C): -0.113